ORCA calculation (ωB97M-V/def2-TZVPD) on the molecule C6H12Cl2O2S2 at a distorted geometry.

Cartesian coordinates (Å):
O (-0.164, -1.189, 1.934)
S (-0.139, -0.406, 0.701)
O (0.230, -0.960, -0.623)
C (-1.913, 0.151, 0.397)
C (-2.783, -1.069, 0.203)
C (-4.093, -0.818, -0.547)
Cl (-5.092, 0.489, 0.134)
S (0.940, 1.272, 1.068)
C (1.834, 1.449, -0.515)
C (2.948, 0.460, -0.676)
C (3.854, 0.242, 0.509)
Cl (5.258, -0.807, 0.033)
H (-1.919, 0.814, -0.467)
H (-2.123, 0.768, 1.275)
H (-2.225, -1.809, -0.396)
H (-3.088, -1.542, 1.124)
H (-4.806, -1.614, -0.574)
H (-3.788, -0.516, -1.535)
H (1.123, 1.343, -1.356)
H (2.211, 2.485, -0.435)
H (2.542, -0.508, -0.883)
H (3.535, 0.810, -1.560)
H (3.365, -0.243, 1.361)
H (4.292, 1.200, 0.828)

Its structure (SMILES) is O=S(=O)(CCCCl)SCCCCl. Its total energy is -57226.526 eV. As for the highest occupied orbital energy: -10.282 eV. The LUMO energy comes out at 0.3 eV.

Mulliken population analysis, charges in e, atoms 1 to 4: atom 1 (O): -0.636, atom 2 (S): 1.064, atom 3 (O): -0.610, atom 4 (C): -0.686

ORCA calculation (ωB97M-V/def2-TZVPD) on a structure of composition C6H12ClN2Sn at a distorted geometry.

Cartesian coordinates (Å):
C (-1.152, -0.126, -2.279)
Sn (-0.365, -0.655, -0.355)
N (1.309, 1.341, -0.816)
H (-0.460, -2.229, 0.251)
H (-1.548, 0.364, 0.339)
H (-2.225, -0.327, -2.155)
H (-0.705, -0.514, -3.178)
H (-1.001, 0.927, -2.159)
H (2.329, 1.227, -0.610)
H (0.960, 2.117, -0.197)
H (1.234, 1.684, -1.804)
Cl (-1.085, 0.403, 5.175)
C (0.090, 0.074, 3.975)
C (1.401, -0.262, 4.306)
C (2.331, -0.418, 3.244)
C (1.891, -0.300, 1.940)
N (0.615, -0.113, 1.618)
C (-0.271, 0.181, 2.617)
H (1.689, -0.297, 5.331)
H (3.395, -0.537, 3.461)
H (2.560, -0.282, 1.113)
H (-1.288, 0.481, 2.318)

Its total energy is -27747.224 eV. As for the highest occupied orbital energy (spin up / spin down): -0.908 / -0.976 eV. Its net charge is -1. The LUMO energy (spin up / spin down) comes out at 3.4 / 3.3 eV.

Mulliken population analysis, charges in e, atoms 1 to 4: atom 1 (C): -1.351, atom 2 (Sn): 0.447, atom 3 (N): -0.904, atom 4 (H): -0.150

ORCA calculation (ωB97M-V/def2-TZVPD) on a structure of composition C6H12ClN5O5STb at a distorted geometry.

Cartesian coordinates (Å):
Tb (-11.252, -2.722, -6.997)
O (-11.413, -4.480, -8.359)
Cl (-11.949, -3.797, -9.644)
O (-11.286, -4.397, -10.757)
O (-11.625, -2.392, -9.400)
O (-13.360, -3.942, -9.702)
C (-9.285, 2.344, -6.785)
C (-8.953, 1.104, -6.113)
N (-8.158, 0.965, -5.054)
N (-8.100, -0.382, -4.824)
C (-8.839, -1.141, -5.659)
S (-8.911, -2.866, -5.629)
N (-9.534, -0.118, -6.428)
N (-10.479, -0.396, -7.431)
H (-8.369, 2.842, -7.152)
H (-9.722, 2.952, -5.928)
H (-10.120, 2.262, -7.567)
H (-7.493, -0.757, -4.072)
H (-10.094, -0.246, -8.390)
H (-11.307, 0.172, -7.300)
N (-15.330, -4.162, -6.667)
C (-14.174, -3.549, -6.241)
O (-13.567, -2.580, -6.849)
C (-13.616, -4.080, -4.960)
C (-12.115, -3.807, -4.829)
H (-15.844, -3.729, -7.447)
H (-15.691, -4.986, -6.273)
H (-13.718, -5.192, -5.058)
H (-14.153, -3.799, -4.070)
H (-11.715, -4.666, -4.319)
H (-11.753, -2.829, -4.602)

Its total energy is -69883.796 eV. The spin multiplicity is 7. As for the highest occupied orbital energy (spin up / spin down): -10.379 / -10.322 eV. Its expectation value of S² is 12.684. Its net charge is +1. The LUMO energy (spin up / spin down) comes out at -3.4 / -3.3 eV.

Mulliken population analysis, charges in e, atoms 1 to 4: atom 1 (Tb): 0.931, atom 2 (O): -0.650, atom 3 (Cl): 1.795, atom 4 (O): -0.558

ORCA calculation (ωB97M-V/def2-TZVPD) on the molecule C6H12ClNO at a distorted geometry.

Cartesian coordinates (Å):
C (0.898, 1.713, 0.894)
C (0.338, 0.412, 1.582)
C (-0.979, 1.418, -0.719)
C (-0.059, -1.011, -0.275)
C (-1.207, -1.962, -0.076)
C (0.983, -1.373, -1.284)
N (0.281, 1.899, -0.399)
O (0.702, -0.668, 0.852)
Cl (-2.476, 1.482, 0.420)
H (0.785, 2.554, 1.544)
H (1.950, 1.529, 0.698)
H (0.897, 0.303, 2.603)
H (-0.706, 0.419, 1.649)
H (-1.353, 1.764, -1.685)
H (-0.770, -2.980, -0.360)
H (-2.113, -1.901, -0.668)
H (-1.492, -1.818, 0.975)
H (0.570, -2.036, -2.148)
H (1.724, -2.007, -0.892)
H (1.471, -0.458, -1.682)
H (0.556, 2.722, -1.029)

Its total energy is -22472.308 eV. Its energy relative to the best compared isomer or geometry (same formula, charge and spin) is 3.473 eV. As for the highest occupied orbital energy (spin up / spin down): -7.309 / -7.202 eV. The LUMO energy (spin up / spin down) comes out at 0.7 / 0.6 eV.

Mulliken population analysis, charges in e, atoms 1 to 4: atom 1 (C): -0.650, atom 2 (C): -0.422, atom 3 (C): -0.416, atom 4 (C): 1.027

ORCA calculation (ωB97M-V/def2-TZVPD) on the ion C6H12F2N5O with charge +1 at a distorted geometry.

Cartesian coordinates (Å):
C (2.759, -0.573, 1.188)
N (1.928, 0.073, 0.149)
C (2.329, -0.493, -1.154)
C (0.465, -0.092, 0.421)
C (-0.291, 0.838, -0.588)
O (0.570, 1.912, -0.730)
C (-1.853, 1.107, 0.046)
F (-2.415, 2.093, -0.703)
F (-1.809, 1.468, 1.373)
N (-2.495, -0.157, 0.000)
C (-3.838, -0.401, 0.090)
N (-4.041, -1.699, -0.144)
N (-2.853, -2.228, -0.271)
N (-1.877, -1.406, -0.220)
H (3.011, 0.107, 1.907)
H (2.281, -1.392, 1.819)
H (3.729, -1.014, 0.776)
H (2.170, 1.123, 0.282)
H (1.887, -1.410, -1.182)
H (1.958, 0.127, -1.900)
H (3.301, -0.714, -1.104)
H (0.111, 0.488, 1.394)
H (0.023, -1.026, 0.319)
H (-0.442, 0.249, -1.458)
H (-0.005, 2.656, -0.612)
H (-4.602, 0.367, 0.301)

Its structure (SMILES) is C[NH+](C)C[C@H](O)C(F)(F)n1cnnn1. Its total energy is -21339.204 eV. Its energy relative to the best compared isomer or geometry (same formula, charge and spin) is 0.000 eV. As for the highest occupied orbital energy: -14.116 eV. Its net charge is +1. The LUMO energy comes out at -3.0 eV.

Mulliken population analysis, charges in e, atoms 1 to 4: atom 1 (C): -0.809, atom 2 (N): 0.053, atom 3 (C): -1.066, atom 4 (C): -1.162

ORCA calculation (ωB97M-V/def2-TZVPD) on a structure of composition C6H12F6N6NiO7PS2.

Cartesian coordinates (Å):
Ni (-0.262, 0.278, -0.393)
F (4.068, 1.781, -0.569)
C (4.035, 0.680, -1.301)
F (4.815, 0.806, -2.356)
F (4.422, -0.357, -0.570)
S (2.305, 0.366, -1.865)
O (1.612, 0.225, -0.548)
O (2.311, -0.793, -2.682)
N (1.918, 1.680, -2.597)
S (0.663, 2.571, -2.311)
O (-0.388, 1.827, -1.581)
O (0.236, 3.287, -3.452)
C (1.215, 3.820, -1.068)
F (0.208, 4.640, -0.817)
F (2.249, 4.489, -1.537)
F (1.562, 3.190, 0.057)
N (-4.802, 0.653, 1.957)
N (-3.898, 0.690, 0.912)
N (-4.217, 1.020, -0.328)
C (-3.070, 0.866, -0.954)
N (-2.115, 0.470, -0.092)
N (-2.667, 0.342, 1.092)
H (-5.726, 0.590, 1.545)
H (-4.723, 1.513, 2.490)
H (-2.908, 1.049, -2.001)
C (0.710, -3.157, -1.109)
O (0.926, -2.571, 0.200)
P (-0.077, -1.529, 0.811)
O (-1.451, -2.226, 1.053)
C (-1.890, -2.886, 2.269)
O (0.501, -1.258, 2.241)
C (1.869, -0.831, 2.479)
H (1.654, -3.602, -1.401)
H (0.440, -2.390, -1.834)
H (-0.069, -3.912, -1.039)
H (-2.881, -3.270, 2.052)
H (-1.929, -2.160, 3.075)
H (-1.215, -3.700, 2.518)
H (2.032, -0.948, 3.544)
H (1.979, 0.213, 2.191)
H (2.555, -1.458, 1.917)

Its total energy is -117989.773 eV. As for the highest occupied orbital energy (spin up / spin down): -14.156 / -13.964 eV. Its net charge is +1. The LUMO energy (spin up / spin down) comes out at -4.0 / -3.9 eV.

Mulliken population analysis, charges in e, atoms 1 to 4: atom 1 (Ni): 0.017, atom 2 (F): -0.184, atom 3 (C): 0.655, atom 4 (F): -0.190

ORCA calculation (ωB97M-V/def2-TZVPD) on a structure of composition C6H12F6O14S3Zn at a distorted geometry.

Cartesian coordinates (Å):
Zn (0.418, -0.548, -0.225)
S (1.844, -2.857, 1.947)
O (0.716, -3.547, 2.610)
O (2.682, -3.782, 1.148)
O (1.233, -1.871, 0.960)
O (2.653, -2.087, 2.910)
C (3.769, 2.196, 0.310)
F (3.524, 2.928, -0.794)
F (4.322, 1.037, -0.078)
F (4.671, 2.844, 1.062)
S (2.239, 1.878, 1.291)
O (2.708, 1.272, 2.485)
O (1.675, 3.205, 1.483)
O (1.512, 1.011, 0.369)
C (-3.330, -1.992, -1.598)
F (-3.570, -0.811, -1.032)
F (-4.441, -2.726, -1.599)
F (-3.061, -1.733, -2.918)
S (-1.941, -2.881, -0.760)
O (-1.742, -4.069, -1.528)
O (-0.896, -1.865, -0.929)
O (-2.478, -3.020, 0.554)
C (-2.126, 0.896, 1.494)
C (-1.925, 2.050, 2.449)
O (-1.365, 3.167, 1.805)
O (-0.969, 0.049, 1.386)
H (-2.369, 1.323, 0.523)
H (-2.970, 0.262, 1.792)
H (-1.471, 1.716, 3.391)
H (-2.921, 2.375, 2.808)
H (-0.412, 3.221, 1.985)
H (-0.884, -0.366, 2.252)
C (1.246, 0.274, -2.700)
C (-0.240, 0.353, -2.877)
O (-0.877, 0.763, -1.642)
O (1.633, -0.867, -1.915)
H (1.631, 1.134, -2.135)
H (1.720, 0.353, -3.684)
H (-0.655, -0.625, -3.136)
H (-0.452, 1.094, -3.648)
H (-1.682, 1.252, -1.822)
H (2.581, -1.007, -1.995)

Its total energy is -132312.997 eV. Its energy relative to the best compared isomer or geometry (same formula, charge and spin) is 1.511 eV. As for the highest occupied orbital energy: -0.838 eV. Its net charge is -2. The LUMO energy comes out at 3.8 eV.

Mulliken population analysis, charges in e, atoms 1 to 4: atom 1 (Zn): 1.637, atom 2 (S): 0.998, atom 3 (O): -0.768, atom 4 (O): -0.793

ORCA calculation (ωB97M-V/def2-TZVPD) on the ion C6H12FN2 with charge +1 at a distorted geometry.

Cartesian coordinates (Å):
C (0.314, -2.343, 1.125)
N (0.162, -1.087, 0.383)
C (1.000, -0.055, 0.911)
C (0.833, 1.271, 0.073)
N (-0.491, 1.201, -0.658)
C (-1.385, 2.305, -0.598)
C (-0.698, 0.068, -1.132)
C (0.083, -1.121, -1.088)
F (-0.558, -2.236, -1.485)
H (0.047, -2.238, 2.197)
H (-0.270, -3.048, 0.679)
H (1.431, -2.561, 1.222)
H (2.088, -0.359, 0.988)
H (0.778, 0.179, 2.068)
H (0.839, 2.144, 0.742)
H (1.626, 1.477, -0.623)
H (-1.096, 3.317, -0.187)
H (-1.950, 2.430, -1.496)
H (-2.171, 1.977, 0.081)
H (-1.676, 0.015, -1.576)
H (1.093, -1.338, -1.626)

Its structure (SMILES) is CN1CC[N+](C)=C[C@@H]1F. Its total energy is -12105.152 eV. Its energy relative to the best compared isomer or geometry (same formula, charge and spin) is 1.120 eV. As for the highest occupied orbital energy: -13.247 eV. Its net charge is +1. The LUMO energy comes out at -4.2 eV.

Mulliken population analysis, charges in e, atoms 1 to 4: atom 1 (C): -0.908, atom 2 (N): -0.055, atom 3 (C): -0.585, atom 4 (C): -0.717

ORCA calculation (ωB97M-V/def2-TZVPD) on the molecule C6H12FO4P at a distorted geometry.

Cartesian coordinates (Å):
C (-3.112, 0.910, -1.323)
C (-3.007, 0.098, 0.008)
O (-1.680, -0.413, 0.137)
C (-1.486, -1.734, 0.420)
O (-2.366, -2.555, 0.476)
O (-0.191, -1.977, 0.640)
P (1.345, -1.503, 0.632)
C (2.125, -1.796, -0.936)
F (3.460, -1.462, -0.959)
O (1.355, -0.014, 1.035)
C (1.599, 1.200, 0.316)
C (2.972, 1.793, 0.723)
H (-4.101, 1.166, -1.478)
H (-2.486, 1.897, -1.370)
H (-2.926, 0.123, -2.127)
H (-3.721, -0.708, -0.197)
H (-3.324, 0.679, 0.765)
H (1.499, -1.714, 1.999)
H (2.057, -2.851, -0.940)
H (1.315, 1.082, -0.779)
H (0.817, 1.901, 0.629)
H (3.134, 1.578, 1.784)
H (3.781, 1.431, -0.072)
H (2.941, 2.871, 0.617)

Its structure (SMILES) is CCOC(=O)O[P@@H](=CF)OCC. Its total energy is -26609.811 eV. Its energy relative to the best compared isomer or geometry (same formula, charge and spin) is 1.824 eV. As for the highest occupied orbital energy: -8.313 eV. The LUMO energy comes out at 0.8 eV.

Mulliken population analysis, charges in e, atoms 1 to 4: atom 1 (C): -1.114, atom 2 (C): -0.343, atom 3 (O): -0.283, atom 4 (C): 0.750

ORCA calculation (ωB97M-V/def2-TZVPD) on the ion C6H12I2NO with charge +1.

Cartesian coordinates (Å):
C (3.289, -0.923, -0.155)
C (2.169, -0.019, -0.582)
I (1.815, 0.066, -2.639)
C (1.463, 0.733, 0.251)
I (1.823, 0.893, 2.286)
N (0.329, 1.570, -0.170)
C (-1.053, 1.104, 0.263)
C (-1.356, -0.351, -0.076)
C (-2.514, -0.879, 0.758)
O (-1.573, -0.485, -1.471)
H (2.876, -1.891, 0.149)
H (3.983, -1.104, -0.974)
H (3.831, -0.502, 0.695)
H (0.460, 2.490, 0.261)
H (0.368, 1.702, -1.192)
H (-1.114, 1.308, 1.334)
H (-1.759, 1.760, -0.256)
H (-0.464, -0.956, 0.118)
H (-3.471, -0.580, 0.317)
H (-2.480, -0.519, 1.789)
H (-2.484, -1.969, 0.783)
H (-2.458, -0.166, -1.692)

Its structure (SMILES) is C/C(I)=C(\I)[NH2+]C[C@@H](C)O. Its total energy is -26148.221 eV. Its energy relative to the best compared isomer or geometry (same formula, charge and spin) is 0.864 eV. As for the highest occupied orbital energy: -12.834 eV. Its net charge is +1. The LUMO energy comes out at -3.6 eV.

Mulliken population analysis, charges in e, atoms 1 to 4: atom 1 (C): -1.324, atom 2 (C): 0.668, atom 3 (I): 0.149, atom 4 (C): -0.807

Q: What is the formula in the eighth record?
A: C6H12FN2